The following is a DFT calculation (the ωB97M-V functional and the def2-TZVPD basis) of a 7-piece molecular cluster, C21H30Cl12N4 overall at a distorted geometry.

```
67
C21H30Cl12N4 (the ωB97M-V functional and the def2-TZVPD basis)
C 3.145 -0.603 1.949
C 3.158 -0.844 0.340
N 1.952 -0.274 -0.340
C 0.706 -0.788 0.333
C -0.653 -0.233 -0.278
C 1.976 -0.554 -1.820
C 3.095 0.099 -2.593
H 4.008 -1.009 2.477
H 2.306 -1.043 2.488
H 3.107 0.449 2.233
H 4.007 -0.323 -0.104
H 3.252 -1.907 0.113
H 0.698 -1.877 0.379
H 0.498 -0.513 1.368
H -1.515 -0.383 0.371
H -0.643 0.857 -0.298
H -0.800 -0.713 -1.245
H 1.152 -0.040 -2.314
H 2.072 -1.615 -2.049
H 2.858 0.014 -3.653
H 3.977 -0.543 -2.578
H 3.290 1.110 -2.235
C 3.037 1.203 5.806
Cl 2.778 -0.507 6.302
Cl 2.806 2.372 6.980
Cl 4.674 1.415 5.108
Cl 1.789 1.391 4.534
C -0.753 -5.836 1.040
Cl -1.995 -5.448 -0.090
Cl 0.638 -4.691 0.687
Cl -1.480 -5.682 2.613
Cl -0.222 -7.503 0.766
C -0.362 1.019 -5.800
Cl 0.524 -0.561 -5.720
Cl -2.145 0.794 -5.891
Cl 0.103 1.852 -4.256
Cl 0.166 2.108 -7.121
N 0.811 2.943 0.182
C 1.445 3.597 1.269
C 0.553 4.584 1.717
C -0.468 4.563 0.747
C -0.342 3.557 -0.133
H 1.143 2.112 -0.288
H 2.374 3.207 1.656
H 0.643 5.161 2.625
H -1.267 5.290 0.761
H -1.034 3.385 -0.944
N -2.112 2.477 2.889
C -3.045 1.977 2.053
C -4.207 1.808 2.733
C -3.937 2.234 4.059
C -2.683 2.620 4.130
H -1.260 2.959 2.639
H -2.869 1.963 0.987
H -5.185 1.452 2.445
H -4.576 2.376 4.918
H -2.109 3.014 4.956
N -2.939 -3.968 -4.278
C -2.460 -2.716 -4.769
C -1.859 -2.140 -3.659
C -1.792 -3.041 -2.663
C -2.463 -4.175 -3.036
H -3.524 -4.689 -4.675
H -2.695 -2.483 -5.797
H -1.440 -1.147 -3.724
H -1.375 -2.943 -1.672
H -2.532 -5.171 -2.624
```

Properties
Lowest unoccupied orbital energy (alpha / beta), eV: 1.50 / 1.50
E_HOMO (alpha / beta), eV: -0.76 / -5.62
Spin multiplicity: 2
Expectation value of S²: 0.752
E, a.u.: -6559.36490
Molecular weight, g mol⁻¹: 763.94
Gap between HOMO and LUMO (alpha / beta), eV: 2.256 / 7.120
Total charge: -1

Results of the natural (NBO) charge analysis, in e, for atoms 1 through 4: atom 1 (C): -0.630, atom 2 (C): -0.212, atom 3 (N): -0.470, atom 4 (C): -0.231